## P
2 unconnected molecules or ions with the total composition C9H13N3O2S. Source: the Open Molecules 2025 dataset; level of theory: ωB97M-V/def2-TZVPD.

Calculated values
total charge = 0
2S+1 = 1

The geometry in XYZ format:
```
28
C9H13N3O2S, DFT ωB97M-V/def2-TZVPD
C -0.05 2.43 -0.85
C 2.22 1.97 -0.36
C -0.43 1.19 -0.43
C 1.83 0.80 0.30
C 1.31 2.85 -0.93
C 0.51 0.40 0.19
C -1.31 -3.20 2.95
C 1.70 4.08 -1.60
C -1.51 -2.74 -1.21
N -1.82 -3.12 1.83
N -1.89 -1.58 -0.44
N -1.54 -1.46 0.83
O 1.03 -2.21 0.63
O 0.27 -0.69 2.50
S 0.18 -1.16 1.16
H -0.74 2.87 -1.46
H 3.33 2.35 -0.21
H -1.44 0.73 -0.45
H 2.55 0.23 0.69
H -1.59 -4.10 3.42
H -0.70 -2.56 3.43
H 0.89 4.94 -1.46
H 2.75 4.25 -1.25
H 1.65 3.76 -2.67
H -1.51 -2.20 -2.18
H -0.55 -3.18 -0.91
H -2.27 -3.56 -1.04
H -2.86 -1.10 -0.47
```

## Q
A single C9H13N3O2S molecule. Source: the Open Molecules 2025 dataset; level of theory: ωB97M-V/def2-TZVPD.

Calculated values
total charge = 0
2S+1 = 1

The geometry in XYZ format:
```
28
C9H13N3O2S, DFT ωB97M-V/def2-TZVPD
C 1.64 -3.25 -0.59
C 0.38 -3.61 -0.09
C 2.00 -1.92 -0.62
C -0.37 -2.61 0.55
C 1.21 -0.89 -0.06
C 0.01 -1.30 0.56
C 1.57 0.56 0.00
C 0.82 1.50 -1.08
C -1.38 2.27 -0.19
N -0.59 1.49 -0.95
N -2.59 1.88 0.02
N -0.68 3.39 0.26
O -2.44 -0.41 1.25
O -0.68 -0.56 3.05
S -0.95 -0.11 1.67
H 2.30 -3.85 -1.23
H 0.04 -4.63 -0.24
H 2.89 -1.44 -1.12
H -1.24 -3.10 1.03
H 1.20 1.03 0.90
H 2.59 0.63 -0.13
H 1.26 2.46 -0.86
H 1.04 1.16 -2.15
H -0.77 0.51 -1.21
H -3.31 2.50 0.39
H -2.69 0.40 0.51
H -1.26 4.15 0.68
H 0.03 3.74 -0.35
```

Verdict on stability: P comes out at the bottom.

## P
2 unconnected molecules or ions with the total composition H4O2. Source: the Open Molecules 2025 dataset; level of theory: ωB97M-V/def2-TZVPD.

Calculated values
total charge = 0
2S+1 = 1

The geometry in XYZ format:
```
6
H4O2, DFT ωB97M-V/def2-TZVPD
H 0.89 -0.51 -0.39
H 1.39 0.70 0.43
H -1.56 0.62 -0.38
H -1.48 -0.67 0.45
O 1.67 -0.09 -0.06
O -0.91 -0.05 -0.06
```

## Q
2 unconnected molecules or ions with the total composition H4O2. Source: the Open Molecules 2025 dataset; level of theory: ωB97M-V/def2-TZVPD.

Calculated values
total charge = 0
2S+1 = 1

The geometry in XYZ format:
```
6
H4O2, DFT ωB97M-V/def2-TZVPD
H -2.55 -0.23 0.59
H -1.45 0.78 0.17
H 1.27 0.58 -0.08
H 2.70 0.41 0.04
O -1.88 -0.05 -0.10
O 1.89 -0.14 0.01
```

## R
2 unconnected molecules or ions with the total composition H4O2. Source: the Open Molecules 2025 dataset; level of theory: ωB97M-V/def2-TZVPD.

Calculated values
total charge = 0
2S+1 = 1

The geometry in XYZ format:
```
6
H4O2, DFT ωB97M-V/def2-TZVPD
H 1.01 -0.36 -1.01
H 0.08 -1.50 -1.73
H 0.10 0.09 1.77
H -1.25 0.63 2.32
O 0.52 -0.60 -1.80
O -0.51 0.75 1.63
```

Verdict on stability: R comes out at the bottom.

## P
2 unconnected molecules or ions with the total composition H4O2. Source: the Open Molecules 2025 dataset; level of theory: ωB97M-V/def2-TZVPD.

Calculated values
total charge = 0
2S+1 = 1

The geometry in XYZ format:
```
6
H4O2, DFT ωB97M-V/def2-TZVPD
H 0.26 -1.41 -0.37
H 1.76 -1.23 -0.18
H -0.11 0.84 0.65
H -1.56 1.28 0.93
O 0.95 -0.77 -0.43
O -1.00 0.83 0.30
```

## Q
2 unconnected molecules or ions with the total composition H4O2. Source: the Open Molecules 2025 dataset; level of theory: ωB97M-V/def2-TZVPD.

Calculated values
total charge = 0
2S+1 = 1

The geometry in XYZ format:
```
6
H4O2, DFT ωB97M-V/def2-TZVPD
H 0.44 -1.89 0.59
H 0.38 -0.39 0.19
H -1.26 0.58 -1.23
H -1.11 1.52 0.07
O 0.84 -0.99 0.74
O -0.65 1.02 -0.69
```

Verdict on stability: Q comes out at the bottom.

## P
2 unconnected molecules or ions with the total composition C6H9NO2. Source: the Open Molecules 2025 dataset; level of theory: ωB97M-V/def2-TZVPD.

Calculated values
total charge = 0
2S+1 = 1

The geometry in XYZ format:
```
18
C6H9NO2, DFT ωB97M-V/def2-TZVPD
C 0.89 -0.09 2.25
C 1.34 0.68 -1.45
C -0.60 0.99 0.64
C -1.15 -1.17 -1.09
C 0.64 0.58 0.92
N -2.40 -0.69 -1.25
C 1.60 0.46 -0.14
O -1.65 1.50 0.64
O -0.80 -2.00 -0.29
H -2.61 0.07 -1.88
H -3.05 -0.84 -0.49
H 2.54 0.01 0.16
H 0.88 -1.18 2.11
H 1.86 0.21 2.64
H 0.13 0.16 2.98
H -0.34 -0.72 -1.84
H 0.57 1.37 -1.76
H 2.16 0.67 -2.16
```

## Q
A single C6H9NO2 molecule. Source: the Open Molecules 2025 dataset; level of theory: ωB97M-V/def2-TZVPD.

Calculated values
total charge = 0
2S+1 = 1

The geometry in XYZ format:
```
18
C6H9NO2, DFT ωB97M-V/def2-TZVPD
C 2.24 0.43 0.26
C -0.38 1.19 0.16
C -0.30 0.31 -1.00
C 0.87 -0.18 0.33
N -2.25 -0.69 0.52
C -1.62 0.33 -0.27
C 0.65 -1.41 0.81
O -0.04 0.50 -2.30
O -0.14 2.31 0.59
H -0.37 -0.27 -2.81
H -3.25 -0.67 0.40
H -2.02 -0.61 1.50
H -2.31 0.89 -0.90
H 2.30 1.25 0.97
H 3.00 -0.31 0.50
H 2.43 0.85 -0.72
H 1.50 -2.01 1.14
H -0.31 -1.89 0.83
```

## R
A single C6H9NO2 molecule. Source: the Open Molecules 2025 dataset; level of theory: ωB97M-V/def2-TZVPD.

Calculated values
total charge = 0
2S+1 = 1

The geometry in XYZ format:
```
18
C6H9NO2, DFT ωB97M-V/def2-TZVPD
C -0.52 0.83 -1.55
C 1.02 0.91 -1.32
C 1.38 0.35 0.07
C -0.47 -0.53 1.92
C 0.13 -1.62 1.14
C 0.06 -0.26 0.55
N -1.01 0.07 -0.57
O -1.18 1.33 -2.44
O -2.36 0.13 -0.32
H 1.56 0.52 -2.27
H 1.31 1.99 -1.56
H 2.15 -0.36 -0.28
H 1.69 1.18 0.76
H -1.63 -0.32 1.95
H 0.11 -0.09 2.85
H 1.23 -1.98 1.47
H -0.59 -2.32 0.72
H -2.87 0.18 -1.13
```

Verdict on stability: Q comes out at the bottom.

## P
A single C6H9NO2 molecule. Source: the Open Molecules 2025 dataset; level of theory: ωB97M-V/def2-TZVPD.

Calculated values
total charge = 0
2S+1 = 1

The geometry in XYZ format:
```
18
C6H9NO2, DFT ωB97M-V/def2-TZVPD
C 0.53 -1.14 -1.51
C -1.94 -0.32 0.34
C 0.00 1.44 -1.00
C 0.71 -0.01 -0.52
C -0.50 -0.14 0.71
C 0.00 -0.19 1.94
O 1.95 1.56 0.48
N 1.96 0.25 -0.20
O -0.49 2.45 -0.83
H 2.78 1.96 0.19
H -0.48 -1.15 -1.92
H 1.24 -1.03 -2.33
H 0.72 -2.08 -1.00
H -2.09 -1.24 -0.23
H -2.55 -0.37 1.24
H -2.29 0.52 -0.27
H -0.63 -0.39 2.80
H 1.07 -0.11 2.10
```

## Q
A single C6H9NO2 molecule. Source: the Open Molecules 2025 dataset; level of theory: ωB97M-V/def2-TZVPD.

Calculated values
total charge = 0
2S+1 = 1

The geometry in XYZ format:
```
18
C6H9NO2, DFT ωB97M-V/def2-TZVPD
C -0.57 1.70 -0.82
C -1.04 0.36 -0.47
C -0.44 -1.41 0.80
C 0.83 -0.83 -0.08
C 1.30 -1.68 -1.08
C 0.55 0.63 -0.14
H -0.62 2.60 1.01
H -0.60 1.82 -1.94
H -1.13 -0.25 -1.42
H -0.73 0.53 1.44
H -0.12 -1.78 1.75
H -0.62 -2.36 0.17
H 0.93 -2.81 -0.97
H 2.25 -1.37 -1.66
H 1.48 1.38 1.32
N -1.33 -0.32 0.84
O -0.78 2.74 0.03
O 0.64 1.05 1.22
```

## R
A single C6H9NO2 molecule. Source: the Open Molecules 2025 dataset; level of theory: ωB97M-V/def2-TZVPD.

Calculated values
total charge = 0
2S+1 = 1

The geometry in XYZ format:
```
18
C6H9NO2, DFT ωB97M-V/def2-TZVPD
C -0.35 -0.87 -0.65
C 0.89 -0.83 -0.20
C -1.63 -1.03 -0.86
C -0.31 1.77 -0.14
C 1.69 -1.94 0.42
C -0.39 2.01 1.15
N 0.85 1.41 -0.81
O -2.60 -0.81 0.04
O 1.56 0.36 -0.20
H -2.07 -1.07 -1.83
H -1.16 2.16 -0.74
H 1.51 -2.70 -0.31
H 1.37 -2.02 1.42
H 2.81 -1.73 0.38
H -1.29 2.58 1.52
H 0.46 1.85 1.80
H -2.05 -0.33 0.80
H 0.71 1.19 -1.78
```

Verdict on stability: Q comes out at the bottom.